Record 1
This record from the Open Molecules 2025 dataset describes a structure of composition C5H6O at a distorted geometry. The level of theory is ωB97M-V with the def2-TZVPD basis set.

Summary:
Kohn-Sham gap	10.07	eV
spin multiplicity	1
ΔE to the lowest compared entry with this formula, charge and spin	4.386	eV
DFT total energy	-269.1851	a.u.

Geometry as XYZ:
```
12
C5H6O, DFT ωB97M-V with the def2-TZVPD basis set
O 1.100 -0.959 -0.879
C -0.580 -1.026 -0.477
C 0.270 1.175 -0.229
C 1.067 -0.061 0.230
C -0.995 0.356 -0.154
C -0.148 -0.732 0.862
H 0.526 1.518 -1.236
H 1.985 0.130 0.799
H -1.341 -1.765 -0.777
H -2.006 0.768 -0.338
H -0.165 -1.411 1.721
H 0.287 2.007 0.478
```

Mulliken analysis output, partial charges in e: number 1, O, carries -0.52; number 2, C, carries -0.03; number 3, C, carries -0.48; number 4, C, carries -0.04; number 5, C, carries -0.51; number 6, C, carries -0.56; number 7, H, carries 0.28; number 8, H, carries 0.42; number 9, H, carries 0.36; number 10, H, carries 0.36; number 11, H, carries 0.40; number 12, H, carries 0.32

---

Record 2
This record from the Open Molecules 2025 dataset describes a cluster of 3 separate species, C23H41ClN5O5P in total. The level of theory is ωB97M-V with the def2-TZVPD basis set.

Summary:
Kohn-Sham gap	8.20	eV
spin multiplicity	1
ΔE to the lowest compared entry with this formula, charge and spin	0.000	eV
DFT total energy	-2352.4645	a.u.

Geometry as XYZ:
```
76
C23H41ClN5O5P, DFT ωB97M-V with the def2-TZVPD basis set
Cl 2.733 -1.805 5.946
P 2.111 -2.151 3.979
O -0.671 -0.606 0.339
O 1.270 -0.297 -2.781
O 4.274 -1.904 -5.862
O -3.187 0.718 -3.235
O 3.003 -1.076 3.130
N -1.203 1.989 4.302
N 1.392 0.920 4.520
N 4.339 -0.758 -3.130
N -2.349 1.840 -0.613
N -4.533 -0.730 5.634
C -0.978 0.659 4.136
C 1.141 2.187 4.683
C -1.843 2.241 -1.921
C -0.221 0.734 0.244
C -2.082 -0.194 3.869
C 0.333 0.125 4.218
C 1.224 -0.774 -4.114
C 0.526 -1.266 3.995
C -3.478 0.371 3.798
C 4.562 -2.154 -3.475
C -1.163 -1.179 -0.861
C -2.904 2.090 -2.987
C 5.192 -2.283 -4.844
C -4.483 0.310 -2.854
C 3.561 -0.550 -1.913
C 2.114 -1.024 -1.899
C -0.558 -2.053 3.747
C -4.204 1.694 5.897
C -4.125 0.381 5.175
C 4.633 -0.732 -6.566
C -1.325 1.767 0.425
C -1.863 -1.522 3.686
C -0.162 2.729 4.556
H 4.589 0.161 -5.932
H -4.087 -0.243 3.136
H -4.614 -0.715 -3.197
H -0.654 -0.778 -1.738
H 0.237 -0.535 -4.512
H 3.634 -2.744 -3.481
H -0.863 2.755 0.521
H 4.087 -1.030 -1.081
H 5.233 -2.599 -2.733
H -2.243 -1.028 -0.958
H -0.970 1.654 -2.237
H 1.724 -0.846 -0.893
H 1.970 2.843 4.929
H 5.459 -3.330 -5.012
H -4.737 1.585 6.842
H -0.984 -2.254 -0.816
H 0.333 0.888 -0.688
H 3.868 -0.303 -3.901
H 3.558 0.523 -1.708
H 0.491 0.866 1.065
H -1.539 3.291 -1.872
H -1.827 1.559 1.374
H -4.622 0.335 -1.767
H 1.368 -1.857 -4.160
H -2.788 0.932 -0.700
H -5.251 0.936 -3.320
H -3.441 1.381 3.389
H -4.931 -0.614 6.565
H -4.699 2.451 5.288
H 6.105 -1.684 -4.905
H 3.923 -0.616 -7.382
H -3.816 2.626 -2.704
H -2.707 -2.158 3.457
H 3.943 -1.216 3.299
H -0.407 -3.108 3.553
H 5.640 -0.814 -6.986
H 1.968 -0.287 -4.750
H 2.021 -2.101 -2.080
H -0.316 3.797 4.680
H -2.531 2.523 -3.920
H -3.196 2.055 6.109
```

Mulliken analysis output, partial charges in e: number 1, Cl, carries -0.30; number 2, P, carries 0.03; number 3, O, carries -0.11; number 4, O, carries -0.31; number 5, O, carries -0.35; number 6, O, carries -0.32; number 7, O, carries -0.39; number 8, N, carries -0.44; number 9, N, carries -0.39; number 10, N, carries -0.28; number 11, N, carries -0.29; number 12, N, carries -0.73; number 13, C, carries 0.41; number 14, C, carries -0.36; number 15, C, carries 0.13; number 16, C, carries -0.24; number 17, C, carries 0.75; number 18, C, carries 0.34; number 19, C, carries -0.76; number 20, C, carries 0.74; number 21, C, carries -1.29; number 22, C, carries -0.17; number 23, C, carries -0.74; number 24, C, carries -0.84; number 25, C, carries -0.81; number 26, C, carries -0.76; number 27, C, carries -1.18; number 28, C, carries 0.03; number 29, C, carries -0.79; number 30, C, carries -1.18; number 31, C, carries 0.40; number 32, C, carries -0.72; number 33, C, carries -0.33; number 34, C, carries -0.49; number 35, C, carries -0.53; number 36, H, carries 0.30; number 37, H, carries 0.66; number 38, H, carries 0.24; number 39, H, carries 0.23; number 40, H, carries 0.29; number 41, H, carries 0.18; number 42, H, carries 0.44; number 43, H, carries 0.42; number 44, H, carries 0.36; number 45, H, carries 0.24; number 46, H, carries -0.09; number 47, H, carries 0.12; number 48, H, carries 0.43; number 49, H, carries 0.40; number 50, H, carries 0.42; number 51, H, carries 0.26; number 52, H, carries 0.19; number 53, H, carries 0.12; number 54, H, carries 0.41; number 55, H, carries 0.30; number 56, H, carries 0.38; number 57, H, carries -0.25; number 58, H, carries 0.31; number 59, H, carries 0.35; number 60, H, carries 0.10; number 61, H, carries 0.35; number 62, H, carries 0.42; number 63, H, carries 0.25; number 64, H, carries 0.28; number 65, H, carries 0.41; number 66, H, carries 0.24; number 67, H, carries 0.41; number 68, H, carries 0.45; number 69, H, carries 0.27; number 70, H, carries 0.35; number 71, H, carries 0.35; number 72, H, carries 0.22; number 73, H, carries 0.38; number 74, H, carries 0.43; number 75, H, carries 0.41; number 76, H, carries 0.22

---

Record 3
This record from the Open Molecules 2025 dataset describes the ion C11H21N4O2S2 with charge +1 at a distorted geometry. The level of theory is ωB97M-V with the def2-TZVPD basis set.

Summary:
Kohn-Sham gap	7.27	eV
spin multiplicity	1
total charge	+1
DFT total energy	-1597.3352	a.u.

Geometry as XYZ:
```
40
C11H21N4O2S2, DFT ωB97M-V with the def2-TZVPD basis set
S 0.929 -1.319 1.341
S -0.853 -2.271 -0.850
O 4.333 -1.402 -0.627
O -4.235 0.616 -0.123
N -1.718 2.963 -2.094
N -2.234 0.795 -1.404
N 1.528 -1.255 -1.291
N -1.174 2.247 0.107
C -0.711 0.496 2.626
C 3.604 -0.274 -0.190
C -2.845 0.459 -0.088
C -0.633 -0.991 2.212
C -2.292 1.559 0.849
C 2.417 -2.365 -1.705
C 3.542 -2.574 -0.715
C 2.350 -0.058 -1.038
C 0.553 -1.596 -0.348
C -1.994 1.271 2.308
C -1.661 2.026 -1.190
H 2.686 0.289 -2.019
H -2.438 2.914 -2.798
H -1.895 2.235 2.813
H -1.034 3.700 -2.173
H -1.613 0.086 -1.800
H 1.829 -3.268 -1.879
H -4.553 0.328 -0.976
H -2.596 -0.582 0.105
H -3.122 2.274 0.842
H 0.165 1.018 2.227
H -0.598 0.550 3.712
H -1.477 -1.336 1.619
H -0.592 -1.635 3.092
H -0.364 1.633 0.235
H 4.266 0.583 -0.336
H 3.383 -0.336 0.881
H 1.715 0.732 -0.615
H -2.884 0.796 2.732
H 4.206 -3.372 -1.051
H 2.854 -2.078 -2.667
H 3.156 -2.858 0.274
```

Mulliken analysis output, partial charges in e: number 1, S, carries -0.11; number 2, S, carries -0.20; number 3, O, carries -0.39; number 4, O, carries -0.54; number 5, N, carries -0.23; number 6, N, carries -0.31; number 7, N, carries 0.06; number 8, N, carries -0.39; number 9, C, carries -0.90; number 10, C, carries -0.52; number 11, C, carries 0.19; number 12, C, carries -0.72; number 13, C, carries 0.21; number 14, C, carries -0.75; number 15, C, carries -0.33; number 16, C, carries -0.23; number 17, C, carries 0.11; number 18, C, carries -1.13; number 19, C, carries 0.26; number 20, H, carries 0.42; number 21, H, carries 0.30; number 22, H, carries 0.40; number 23, H, carries 0.29; number 24, H, carries 0.22; number 25, H, carries 0.40; number 26, H, carries 0.36; number 27, H, carries 0.10; number 28, H, carries 0.50; number 29, H, carries 0.56; number 30, H, carries 0.37; number 31, H, carries 0.52; number 32, H, carries 0.49; number 33, H, carries 0.10; number 34, H, carries 0.39; number 35, H, carries 0.28; number 36, H, carries -0.08; number 37, H, carries 0.35; number 38, H, carries 0.37; number 39, H, carries 0.34; number 40, H, carries 0.26

---

Record 4
This record from the Open Molecules 2025 dataset describes an isolated molecule of CHIS2. The level of theory is ωB97M-V with the def2-TZVPD basis set.

Summary:
Kohn-Sham gap	8.28	eV
spin multiplicity	1
ΔE to the lowest compared entry with this formula, charge and spin	0.566	eV
DFT total energy	-1132.7408	a.u.

Geometry as XYZ:
```
5
CHIS2, DFT ωB97M-V with the def2-TZVPD basis set
I 1.653 -2.154 0.605
S 1.914 -1.417 -2.646
S 0.093 0.285 -1.127
C 1.194 -1.080 -1.240
H -0.633 -0.072 -0.062
```

Mulliken analysis output, partial charges in e: number 1, I, carries 0.11; number 2, S, carries -0.18; number 3, S, carries -0.08; number 4, C, carries 0.00; number 5, H, carries 0.14

---

Record 5
This record from the Open Molecules 2025 dataset describes an isolated molecule of C3H6O at a distorted geometry. The level of theory is ωB97M-V with the def2-TZVPD basis set.

Summary:
Kohn-Sham gap (spin up / spin down)	8.61 / 8.17	eV
spin multiplicity	1
ΔE to the lowest compared entry with this formula, charge and spin	4.530	eV
DFT total energy	-192.9767	a.u.

Geometry as XYZ:
```
10
C3H6O, DFT ωB97M-V with the def2-TZVPD basis set
O 1.515 -0.618 -0.087
C -0.048 1.302 -0.293
C 0.244 -0.352 -0.579
C -0.848 -0.665 0.273
H -0.867 1.807 0.229
H 0.210 -0.612 -1.632
H -1.817 -0.849 -0.203
H 0.898 1.685 0.132
H 1.463 -0.639 0.881
H -0.749 -1.059 1.280
```

Mulliken analysis output, partial charges in e: number 1, O, carries -0.52; number 2, C, carries -0.68; number 3, C, carries 0.30; number 4, C, carries -0.90; number 5, H, carries 0.33; number 6, H, carries 0.36; number 7, H, carries 0.28; number 8, H, carries 0.22; number 9, H, carries 0.33; number 10, H, carries 0.27

---

Record 6
This record from the Open Molecules 2025 dataset describes a cluster of 2 separate species, ClH2NOS2 in total at a distorted geometry. The level of theory is ωB97M-V with the def2-TZVPD basis set.

Summary:
Kohn-Sham gap (spin up / spin down)	5.74 / 8.93	eV
spin multiplicity	1
ΔE to the lowest compared entry with this formula, charge and spin	2.923	eV
DFT total energy	-1387.6125	a.u.

Geometry as XYZ:
```
7
ClH2NOS2, DFT ωB97M-V with the def2-TZVPD basis set
Cl -0.159 -1.786 -2.328
S 1.474 0.148 -0.643
S -0.247 1.524 1.873
O 1.594 0.758 -1.931
N 0.309 -1.099 -0.849
H 0.215 1.029 3.001
H -0.132 -1.285 0.098
```

Mulliken analysis output, partial charges in e: number 1, Cl, carries 0.01; number 2, S, carries 0.47; number 3, S, carries -0.24; number 4, O, carries -0.43; number 5, N, carries -0.26; number 6, H, carries 0.14; number 7, H, carries 0.30